Model P:
Below is an isolated ion of composition C7H9N2O3 and charge -1, with properties calculated with the ωB97M-V functional and the def2-TZVPD basis.

Cartesian coordinates (Å):
C (-2.2621, -0.7241, -0.4718)
C (-1.3665, 0.4648, -0.6706)
C (-1.8105, 1.1987, -2.0068)
N (0.1648, 0.2073, -0.6970)
C (0.7192, -0.0590, 0.4281)
O (-0.0299, -0.2071, 1.6176)
C (0.9576, -0.3106, 2.5395)
C (2.1845, -0.3501, 2.0162)
N (2.0173, -0.3178, 0.6412)
C (3.1147, -0.4977, -0.3133)
O (4.1166, -1.0100, 0.2311)
O (2.9006, -0.1506, -1.4740)
H (-2.5456, -0.8918, 0.6280)
H (-3.2057, -0.6279, -0.9714)
H (-1.5776, -1.5069, -0.7957)
H (-1.4797, 1.2275, 0.1630)
H (-1.1669, 2.1253, -2.1067)
H (-2.8534, 1.3750, -1.8322)
H (-1.6533, 0.5922, -2.9688)
H (0.6055, -0.2878, 3.5477)
H (3.1703, -0.2491, 2.4957)

Its LUMO energy is 0.1282 hartree. For the HOMO energy, the calculation gives -0.151 hartree. As for the SMILES: CC(C)/N=c1\occn1C(=O)[O-]. Its total charge is -1.

Want to see where the charge sits? The natural (NBO) charges in e are: -0.648 -0.052 -0.609 -0.543 0.675 -0.484 0.003 -0.068 -0.492 0.876 -0.779 -0.707 0.203 0.195 0.231 0.168 0.216 0.183 0.203 0.182 0.245

=====

Model Q:
Below is C7H9N2O3 as an isolated structure, with properties calculated with the ωB97M-V functional and the def2-TZVPD basis.

Cartesian coordinates (Å):
C (-0.5792, -1.6281, 0.1904)
C (-0.8128, -0.8160, -1.0824)
C (-2.0167, -1.1790, 0.3729)
C (-0.2289, 0.4501, -1.1947)
C (0.8502, 0.1206, 0.9857)
C (-0.2897, 1.3867, -2.2882)
C (1.6552, 0.7925, 1.9953)
N (0.4742, -1.1385, 1.0982)
N (0.5060, 0.8399, -0.0906)
O (1.1439, -2.0267, 1.7712)
O (-3.0199, -1.8807, 0.1639)
O (0.8756, 2.1830, -0.0644)
H (-0.4609, -2.7188, 0.1710)
H (-0.8490, -1.5089, -1.9174)
H (-2.1934, -0.0482, 0.5859)
H (0.5487, 1.1101, -2.8503)
H (-0.1371, 2.2901, -1.8136)
H (-1.2512, 1.0140, -2.8016)
H (1.5018, 0.2440, 2.9516)
H (1.4869, 1.8665, 2.0465)
H (2.7961, 0.6474, 1.7703)

Its LUMO energy (alpha / beta) is 0.1401 / 0.1401 hartree. For the HOMO energy (alpha / beta), the calculation gives -0.106 / -0.106 hartree. Its total charge is -1.

Want to see where the charge sits? The natural (NBO) charges in e are: -0.164 -0.400 0.349 0.288 0.367 -0.682 -0.658 0.048 -0.094 -0.646 -0.675 -0.754 0.241 0.219 0.120 0.224 0.286 0.217 0.230 0.267 0.219

=====

Most stable: model P (next structure +0.1973 hartree)

=====

Model P:
Below is C26H24AsCl3GeIrN4OS3Se as an isolated structure, with properties calculated with the ωB97M-V functional and the def2-TZVPD basis.

Cartesian coordinates (Å):
Ir (0.6973, 1.2829, 0.4910)
O (2.6957, 0.1344, 1.0694)
N (2.7323, -0.4249, 2.2283)
C (3.8665, -1.0801, 2.5928)
C (3.9653, -1.6809, 3.8169)
C (2.8953, -1.6171, 4.7172)
C (1.7510, -0.9647, 4.3411)
C (1.6563, -0.3693, 3.0753)
S (0.2128, 0.4051, 2.5853)
H (4.6508, -1.0609, 1.8526)
H (4.8828, -2.1934, 4.0719)
H (2.9711, -2.0693, 5.6970)
H (0.8962, -0.8870, 5.0000)
S (-1.2108, 1.7908, -2.7621)
C (-0.4823, 0.4278, -3.4906)
C (-0.3049, 0.4156, -4.8896)
C (0.2512, -0.6787, -5.5219)
C (0.6456, -1.7764, -4.7715)
C (0.4887, -1.7829, -3.3859)
C (-0.0760, -0.7036, -2.7284)
As (-0.1603, -0.7140, -0.7713)
C (0.6985, -2.4229, -0.4379)
C (-0.0606, -3.5942, -0.4355)
C (0.5661, -4.8284, -0.3225)
C (1.9487, -4.9006, -0.2147)
C (2.7077, -3.7387, -0.2337)
C (2.0869, -2.5008, -0.3503)
C (-1.9933, -1.0739, -0.2756)
C (-2.2327, -1.6441, 0.9736)
C (-3.5345, -1.8261, 1.4170)
C (-4.6008, -1.4400, 0.6123)
C (-4.3628, -0.8861, -0.6361)
C (-3.0600, -0.6972, -1.0808)
H (-0.6189, 1.2828, -5.4562)
H (0.3842, -0.6755, -6.5968)
H (1.0829, -2.6357, -5.2627)
H (0.8221, -2.6422, -2.8247)
H (-1.1353, -3.5427, -0.5316)
H (-0.0290, -5.7338, -0.3254)
H (2.4349, -5.8657, -0.1313)
H (3.7886, -3.7978, -0.1671)
H (2.6771, -1.5974, -0.3979)
H (-1.4049, -1.9570, 1.5982)
H (-3.7186, -2.2724, 2.3869)
H (-5.6178, -1.5749, 0.9617)
H (-5.1920, -0.5915, -1.2682)
H (-2.8809, -0.2563, -2.0516)
C (-3.3725, 5.8585, 0.6547)
N (-3.1128, 4.4516, 0.9139)
C (-2.0287, 3.7983, 0.5042)
N (-1.1375, 4.4688, -0.2220)
S (-1.8651, 2.1433, 0.8848)
H (-4.3590, 6.1015, 1.0320)
H (-3.3581, 6.0670, -0.4164)
H (-2.6456, 6.4984, 1.1588)
H (-3.7508, 3.9321, 1.4893)
H (-1.1662, 5.4722, -0.2984)
H (-0.2983, 4.0123, -0.5321)
Cl (3.3493, 2.8242, 2.9057)
Ge (1.5799, 3.2505, 1.7411)
Cl (2.1435, 4.9053, 0.4284)
Cl (0.2551, 4.1950, 3.1731)
Se (3.8591, 2.7636, -2.7397)
C (2.5265, 2.2702, -1.7544)
N (1.6012, 1.9471, -1.0897)

Its LUMO energy (alpha / beta) is -0.0990 / -0.2031 hartree. For the HOMO energy (alpha / beta), the calculation gives -0.371 / -0.395 hartree. As for the spin multiplicity: 5. Its total charge is +1. As for the expectation value of S²: 6.1028.

Want to see where the charge sits? The natural (NBO) charges in e are: 0.439 -0.479 0.069 0.009 -0.191 -0.169 -0.188 -0.047 0.272 0.249 0.249 0.245 0.251 0.122 -0.262 -0.142 -0.205 -0.166 -0.149 -0.337 1.087 -0.383 -0.150 -0.221 -0.189 -0.200 -0.231 -0.379 -0.222 -0.203 -0.186 -0.217 -0.131 0.236 0.233 0.228 0.223 0.222 0.228 0.227 0.222 0.237 0.218 0.225 0.226 0.225 0.214 -0.436 -0.561 0.354 -0.773 -0.186 0.237 0.211 0.211 0.425 0.414 0.431 -0.406 1.024 -0.422 -0.409 0.236 0.086 -0.549

=====

Model Q:
Below is C26H24AsCl3GeIrN4OS3Se as an isolated structure, with properties calculated with the ωB97M-V functional and the def2-TZVPD basis.

Cartesian coordinates (Å):
Ir (-1.4054, -0.5663, -0.4698)
O (-1.6329, 1.1714, 0.5710)
N (-1.8707, 2.3372, -0.0036)
C (-1.7735, 3.4203, 0.8137)
C (-1.9862, 4.6657, 0.3143)
C (-2.2976, 4.8104, -1.0494)
C (-2.3866, 3.7071, -1.8496)
C (-2.1661, 2.4180, -1.3253)
S (-2.2580, 0.9939, -2.2494)
H (-1.5204, 3.1803, 1.8360)
H (-1.9040, 5.5197, 0.9693)
H (-2.4606, 5.7948, -1.4656)
H (-2.6150, 3.7836, -2.9022)
S (1.3419, 0.8053, 2.7000)
C (1.5292, -0.7433, 3.4074)
C (2.7113, -1.0657, 4.0975)
C (2.8564, -2.2971, 4.7074)
C (1.8174, -3.2173, 4.6589)
C (0.6337, -2.9152, 3.9871)
C (0.4865, -1.6965, 3.3503)
As (-1.1026, -1.2603, 2.3166)
C (-1.9870, 0.0836, 3.4085)
C (-3.2550, 0.5102, 3.0171)
C (-3.9180, 1.4942, 3.7324)
C (-3.3131, 2.0701, 4.8444)
C (-2.0557, 1.6444, 5.2418)
C (-1.3945, 0.6497, 4.5285)
C (-2.2355, -2.7989, 2.7080)
C (-3.2070, -2.7886, 3.7044)
C (-4.0343, -3.8911, 3.8860)
C (-3.8890, -5.0142, 3.0827)
C (-2.9124, -5.0352, 2.0956)
C (-2.0953, -3.9301, 1.9057)
H (3.4994, -0.3259, 4.1396)
H (3.7720, -2.5379, 5.2304)
H (1.9219, -4.1773, 5.1471)
H (-0.1646, -3.6455, 3.9633)
H (-3.7296, 0.0758, 2.1447)
H (-4.9052, 1.8136, 3.4237)
H (-3.8269, 2.8411, 5.4033)
H (-1.5845, 2.0800, 6.1131)
H (-0.4183, 0.3192, 4.8597)
H (-3.3288, -1.9200, 4.3388)
H (-4.7867, -3.8741, 4.6639)
H (-4.5296, -5.8738, 3.2311)
H (-2.7899, -5.9115, 1.4720)
H (-1.3477, -3.9486, 1.1203)
C (-1.4261, -4.4096, -4.8150)
N (-1.2464, -4.0724, -3.4125)
C (-1.1096, -2.8357, -2.9485)
N (-1.2626, -1.8086, -3.7698)
S (-0.7176, -2.6666, -1.2731)
H (-1.3665, -5.4882, -4.9203)
H (-0.6349, -3.9665, -5.4220)
H (-2.4003, -4.0806, -5.1812)
H (-1.1979, -4.8122, -2.7317)
H (-1.4071, -1.9494, -4.7563)
H (-0.8985, -0.9107, -3.4791)
Cl (1.2720, 2.1956, -0.7201)
Ge (0.8564, 0.0980, -1.0716)
Cl (2.5047, -0.9887, -0.2095)
Cl (1.2487, -0.0895, -3.2133)
Se (-5.8216, -2.5530, 0.7281)
C (-4.2462, -1.8930, 0.2472)
N (-3.2187, -1.4410, -0.0473)

Its LUMO energy (alpha / beta) is -0.0832 / -0.2254 hartree. For the HOMO energy (alpha / beta), the calculation gives -0.335 / -0.396 hartree. As for the spin multiplicity: 5. Its total charge is +1. As for the expectation value of S²: 6.0620.

Want to see where the charge sits? The natural (NBO) charges in e are: 0.496 -0.479 0.005 0.034 -0.227 -0.141 -0.229 0.031 -0.059 0.254 0.245 0.240 0.249 0.150 -0.268 -0.145 -0.212 -0.170 -0.158 -0.336 1.000 -0.349 -0.162 -0.221 -0.206 -0.204 -0.211 -0.377 -0.166 -0.227 -0.206 -0.202 -0.227 0.235 0.230 0.225 0.219 0.194 0.219 0.224 0.225 0.226 0.223 0.226 0.226 0.220 0.224 -0.436 -0.553 0.365 -0.774 -0.056 0.240 0.215 0.211 0.425 0.412 0.450 -0.408 1.051 -0.389 -0.431 0.427 0.065 -0.452

=====

Most stable: model P (next structure +0.0047 hartree)

=====

Model P:
Below is a 2-piece molecular cluster, C5H10O2 overall, with properties calculated with the ωB97M-V functional and the def2-TZVPD basis.

Cartesian coordinates (Å):
C (0.2920, -0.3024, -2.5349)
C (0.9416, -0.2699, -1.3012)
C (0.3514, -0.5360, -0.0838)
C (1.0948, -0.7564, 1.0921)
O (2.1576, -1.5028, 0.9587)
C (0.5774, -0.5870, 2.4687)
H (0.5680, 0.4403, -3.2704)
H (-0.5344, -0.9612, -2.7714)
H (2.0224, -0.2115, -1.3176)
H (-0.7092, -0.3956, 0.0827)
H (2.4296, -1.9091, 1.7978)
H (-0.0351, 0.2995, 2.5529)
H (1.3490, -0.6028, 3.2271)
H (-0.1182, -1.4176, 2.6042)
H (-3.8078, 2.6896, -1.8302)
H (-2.8278, 2.9240, -0.7188)
O (-3.7512, 3.0987, -0.9561)

Its LUMO energy (alpha / beta) is -0.1941 / -0.2438 hartree. For the HOMO energy (alpha / beta), the calculation gives -0.501 / -0.512 hartree. As for the spin multiplicity: 2. Its total charge is +1. As for the expectation value of S²: 0.7877.

Want to see where the charge sits? The natural (NBO) charges in e are: -0.150 -0.151 -0.293 0.594 -0.568 -0.723 0.221 0.222 0.251 0.255 0.524 0.273 0.260 0.285 0.466 0.454 -0.920

=====

Model Q:
Below is a 2-piece molecular cluster, C5H10O2 overall, with properties calculated with the ωB97M-V functional and the def2-TZVPD basis.

Cartesian coordinates (Å):
C (1.6422, -1.9913, -0.6037)
C (0.6056, -1.3105, 0.1996)
C (0.2920, 0.0427, -0.0131)
O (0.3952, 0.5324, -1.2001)
C (-0.1545, 0.8898, 1.1028)
C (0.6894, 1.4894, 1.9365)
H (1.2985, -2.9966, -0.8289)
H (2.5278, -2.0476, 0.0428)
H (1.8762, -1.5275, -1.5603)
H (0.1049, -1.8222, 1.0117)
H (-0.0719, 1.3934, -1.1881)
H (-1.1845, 0.7143, 1.4087)
H (1.7276, 1.6495, 1.6977)
H (0.2636, 1.9303, 2.8306)
H (-3.6259, 0.7336, -0.8139)
H (-2.7155, -0.5219, -0.6889)
O (-2.7220, 0.4166, -0.8981)

Its LUMO energy (alpha / beta) is -0.1508 / -0.2553 hartree. For the HOMO energy (alpha / beta), the calculation gives -0.531 / -0.560 hartree. As for the spin multiplicity: 2. Its total charge is +1. As for the expectation value of S²: 0.7542.

Want to see where the charge sits? The natural (NBO) charges in e are: -0.699 0.024 0.480 -0.518 -0.355 -0.254 0.269 0.282 0.260 0.242 0.538 0.269 0.219 0.238 0.498 0.475 -0.968

=====

Most stable: model Q (next structure +0.0090 hartree)

=====

Model P:
Below is a 2-piece molecular cluster, ClH2NO overall, with properties calculated with the ωB97M-V functional and the def2-TZVPD basis.

Cartesian coordinates (Å):
N (0.2656, 1.4074, 0.1245)
O (-0.1553, -1.4434, -0.0928)
Cl (-0.4519, -2.2577, -1.3623)
H (0.9407, 0.8184, 0.5330)
H (-0.5989, 1.4753, 0.7976)

Its LUMO energy (alpha / beta) is -0.1438 / -0.1439 hartree. For the HOMO energy (alpha / beta), the calculation gives -0.326 / -0.325 hartree. Its total charge is 0.

Want to see where the charge sits? The natural (NBO) charges in e are: -0.529 -0.541 0.424 0.319 0.327

=====

Model Q:
Below is a 2-piece molecular cluster, ClH2NO overall, with properties calculated with the ωB97M-V functional and the def2-TZVPD basis.

Cartesian coordinates (Å):
N (-0.6612, 0.3812, 0.0108)
O (0.8331, -0.7295, 0.2507)
Cl (2.0976, 0.1909, 0.0720)
H (-0.9069, 0.1734, -0.9408)
H (-1.3626, -0.0159, 0.6073)

Its LUMO energy (alpha / beta) is -0.0381 / -0.0382 hartree. For the HOMO energy (alpha / beta), the calculation gives -0.365 / -0.365 hartree. Its total charge is 0.

Want to see where the charge sits? The natural (NBO) charges in e are: -0.489 -0.495 0.306 0.339 0.340

=====

Most stable: model Q (next structure +0.1046 hartree)